No. 1
A cluster of 5 separate species, C27H50FN2O8P3S8 in total at a distorted geometry, computed with wB97M-V/def2-TZVPD.

Atoms and positions in Å:
C (6.43, -2.18, 0.79)
C (5.28, -1.19, 0.89)
P (3.71, -1.94, 1.54)
C (3.76, -3.63, 0.82)
C (2.45, -0.94, 0.66)
C (2.79, 0.40, 0.44)
C (1.93, 1.31, -0.16)
C (2.35, 2.74, -0.37)
P (2.95, 3.52, 1.15)
O (2.42, 2.86, 2.35)
O (4.55, 3.51, 1.10)
O (2.46, 5.05, 1.14)
C (0.70, 0.86, -0.58)
C (0.32, -0.47, -0.40)
C (1.18, -1.36, 0.24)
S (0.67, -3.02, 0.53)
N (-0.95, -0.94, -0.86)
C (-0.94, -1.16, -2.35)
C (-1.39, -2.58, -2.72)
C (-0.22, -3.53, -2.96)
S (-0.54, -5.25, -2.44)
C (-2.01, -0.06, -0.48)
C (-3.16, -0.62, 0.08)
F (-3.22, -1.95, 0.22)
C (-4.22, 0.16, 0.50)
P (-5.67, -0.66, 1.22)
N (-6.31, -1.80, 0.34)
C (-4.10, 1.55, 0.37)
O (-5.12, 2.34, 0.83)
C (-2.98, 2.14, -0.21)
S (-2.87, 3.89, -0.35)
C (-1.95, 1.31, -0.62)
S (-0.47, 1.96, -1.34)
H (6.52, -2.79, 1.69)
H (7.37, -1.68, 0.55)
H (6.23, -2.86, -0.03)
H (5.54, -0.30, 1.46)
H (5.06, -0.86, -0.12)
H (3.86, -3.68, -0.26)
H (2.91, -4.19, 1.15)
H (4.63, -4.11, 1.27)
H (3.75, 0.76, 0.76)
H (1.47, 3.33, -0.63)
H (3.06, 2.82, -1.19)
H (4.91, 3.80, 1.94)
H (3.13, 5.68, 0.86)
H (-0.65, -2.88, 0.41)
H (-1.60, -0.46, -2.86)
H (0.07, -1.02, -2.72)
H (-1.94, -2.50, -3.65)
H (-2.03, -2.96, -1.94)
H (0.03, -3.59, -4.01)
H (0.63, -3.22, -2.36)
H (-1.81, -5.18, -2.01)
H (-6.57, 0.36, 1.55)
H (-5.23, -1.20, 2.44)
H (-5.84, -1.91, -0.54)
H (-5.03, 2.40, 1.79)
H (-1.98, 4.15, 0.62)
C (0.21, 2.97, 3.73)
S (-0.70, 1.47, 3.38)
O (-1.88, 1.87, 2.55)
C (-1.31, 1.23, 5.05)
H (0.65, 3.33, 2.80)
H (-0.47, 3.72, 4.14)
H (1.01, 2.75, 4.44)
H (-1.88, 2.10, 5.37)
H (-0.47, 1.05, 5.72)
H (-1.96, 0.35, 5.05)
C (-2.85, -4.01, -7.53)
S (-2.14, -4.71, -6.03)
O (-0.68, -4.43, -6.09)
C (-2.36, -6.43, -6.49)
H (-2.77, -2.93, -7.46)
H (-2.30, -4.37, -8.40)
H (-3.90, -4.30, -7.59)
H (-1.84, -6.62, -7.43)
H (-3.42, -6.64, -6.59)
H (-1.93, -7.04, -5.70)
C (6.63, 2.02, -0.61)
S (6.49, 1.18, -2.19)
O (6.94, -0.22, -1.97)
C (7.84, 2.04, -3.00)
H (5.89, 1.60, 0.06)
H (7.63, 1.87, -0.21)
H (6.43, 3.09, -0.75)
H (8.76, 1.90, -2.43)
H (7.60, 3.11, -3.06)
H (7.96, 1.63, -4.00)
C (-7.71, 3.53, 4.48)
S (-5.98, 3.05, 4.38)
O (-5.94, 1.56, 4.47)
C (-5.51, 3.69, 5.99)
H (-8.20, 3.18, 3.58)
H (-8.16, 3.08, 5.36)
H (-7.77, 4.62, 4.54)
H (-6.11, 3.23, 6.76)
H (-5.64, 4.78, 5.99)
H (-4.46, 3.46, 6.15)

Properties
Charge = 0
E_HOMO = -0.2762 Ha
Largest force on an atom = 0.02861 Eh/bohr

***

No. 2
A structure of composition C27H50GdP2 at a distorted geometry, computed with wB97M-V/def2-TZVPD.

Atoms and positions in Å:
Gd (-0.50, 2.05, -3.43)
C (-0.97, -1.39, 0.68)
C (0.27, -1.54, -0.01)
C (0.64, -0.28, 1.88)
C (-0.74, -0.61, 1.85)
C (1.25, -0.83, 0.72)
C (-2.27, -1.93, 0.24)
H (-2.13, -2.84, -0.35)
H (-2.81, -1.21, -0.39)
H (-2.91, -2.17, 1.09)
C (-1.75, -0.21, 2.86)
H (-2.61, -0.89, 2.82)
H (-2.12, 0.81, 2.68)
H (-1.31, -0.24, 3.87)
C (1.34, 0.49, 2.93)
H (0.81, 0.42, 3.89)
H (1.42, 1.56, 2.68)
H (2.36, 0.11, 3.07)
C (2.67, -0.70, 0.32)
H (3.18, -1.67, 0.30)
H (3.21, -0.05, 1.02)
H (2.76, -0.25, -0.68)
C (0.51, -2.32, -1.24)
H (1.02, -3.27, -1.02)
H (1.14, -1.76, -1.94)
H (-0.44, -2.57, -1.74)
C (-2.63, 1.35, -3.26)
C (-2.44, 0.62, -4.58)
C (-1.29, -0.31, -4.91)
C (0.08, 0.37, -5.15)
C (1.02, 0.39, -3.90)
C (2.10, 1.50, -4.02)
C (1.79, 3.01, -4.05)
C (0.56, 3.45, -4.90)
H (-1.57, -0.76, -5.88)
H (-0.06, 1.39, -5.61)
H (-1.16, -1.15, -4.21)
H (0.83, 3.37, -5.95)
H (-2.70, 2.48, -3.25)
H (-2.86, 1.11, -5.48)
H (0.25, 4.47, -4.63)
H (1.77, 3.45, -3.03)
H (2.61, 1.25, -4.97)
H (2.66, 3.46, -4.55)
H (0.65, -0.18, -5.91)
H (1.56, -0.56, -3.99)
P (-3.91, -0.65, -3.81)
C (-5.48, -0.40, -4.60)
C (-3.44, -2.31, -3.38)
P (3.70, 1.15, -2.82)
C (-3.46, 0.44, -2.51)
C (4.37, -0.27, -3.75)
C (4.76, 2.52, -3.40)
H (-6.08, 0.32, -4.02)
H (-6.02, -1.36, -4.64)
H (-5.36, -0.03, -5.63)
H (-2.83, -2.77, -4.16)
H (-4.36, -2.90, -3.25)
H (-2.89, -2.31, -2.43)
H (4.41, 3.01, -4.31)
H (5.77, 2.12, -3.58)
H (4.81, 3.26, -2.59)
H (-3.96, 0.64, -1.55)
H (0.56, 0.25, -2.85)
H (4.78, -0.96, -3.02)
H (5.17, 0.06, -4.40)
H (3.60, -0.78, -4.33)
C (-0.87, 3.18, 1.32)
C (-1.17, 2.75, -0.12)
C (-2.20, 3.73, -0.67)
C (0.05, 2.61, -1.05)
H (-0.40, 4.17, 1.37)
H (-0.22, 2.47, 1.85)
H (-1.80, 3.24, 1.91)
H (-1.63, 1.75, -0.06)
H (-1.78, 4.75, -0.74)
H (-2.56, 3.46, -1.67)
H (-3.09, 3.78, -0.02)
H (0.64, 3.55, -1.05)
H (0.69, 1.78, -0.71)

Properties
Charge = +1
Multiplicity = 8
Expectation value of S² = 16.107
Relative energy (zero: lowest compared OMol25 entry of this formula, charge and spin) = 234.3 kcal per mole
E_HOMO (alpha / beta) = -0.3362 / -0.3331 Ha
Largest force on an atom = 0.08735 Eh/bohr

***

No. 3
A structure of composition C27H50LuN2OSi at a distorted geometry, computed with wB97M-V/def2-TZVPD.

Atoms and positions in Å:
Lu (0.67, 0.72, 0.62)
C (3.84, 0.63, -0.81)
N (3.38, 0.69, 0.59)
C (4.07, -0.37, 1.35)
C (3.76, 1.98, 1.20)
C (2.94, 3.07, 0.55)
C (3.59, 4.25, 0.18)
C (2.89, 5.31, -0.37)
C (1.51, 5.18, -0.56)
C (0.88, 3.99, -0.22)
C (1.58, 2.90, 0.29)
H (4.94, 0.67, -0.88)
H (3.41, 1.45, -1.40)
H (3.52, -0.32, -1.24)
H (5.16, -0.25, 1.29)
H (3.81, -1.35, 0.94)
H (3.75, -0.34, 2.40)
H (4.83, 2.18, 1.05)
H (3.55, 1.91, 2.28)
H (4.65, 4.35, 0.36)
H (3.40, 6.24, -0.66)
H (0.91, 6.00, -0.94)
H (-0.19, 3.90, -0.43)
C (-2.31, -0.78, 3.31)
C (-2.61, -1.14, 1.82)
C (-4.11, -1.60, 1.73)
C (-1.73, -2.42, 1.53)
Si (-2.18, 0.36, 0.66)
C (-2.65, 0.01, -1.21)
C (-4.11, 0.35, -1.60)
C (-1.66, 0.85, -2.12)
C (-2.42, -1.49, -1.56)
C (-3.02, 2.00, 1.28)
C (-4.48, 1.82, 1.76)
C (-3.00, 3.12, 0.17)
C (-2.16, 2.58, 2.46)
H (-2.47, -1.68, 3.90)
H (-2.97, -0.01, 3.71)
H (-1.28, -0.47, 3.43)
H (-4.23, -2.43, 2.44)
H (-4.39, -1.98, 0.74)
H (-4.84, -0.85, 2.03)
H (-1.87, -3.14, 2.33)
H (-0.66, -2.18, 1.48)
H (-2.00, -2.95, 0.61)
H (-4.37, 1.41, -1.54)
H (-4.84, -0.24, -1.03)
H (-4.24, 0.05, -2.65)
H (-1.89, 1.92, -2.13)
H (-1.70, 0.48, -3.14)
H (-0.61, 0.71, -1.78)
H (-3.12, -2.16, -1.06)
H (-1.38, -1.81, -1.37)
H (-2.60, -1.62, -2.64)
H (-5.13, 1.36, 1.01)
H (-4.89, 2.79, 2.01)
H (-4.55, 1.22, 2.67)
H (-3.77, 3.00, -0.59)
H (-2.04, 3.21, -0.33)
H (-3.21, 4.08, 0.65)
H (-2.02, 1.85, 3.27)
H (-2.71, 3.44, 2.84)
H (-1.19, 2.91, 2.08)
O (1.20, -1.29, -0.29)
C (1.12, -2.29, -1.07)
C (1.37, -2.13, -2.58)
C (2.61, -2.96, -3.09)
C (3.67, -3.31, -2.01)
C (3.34, -4.53, -1.08)
C (2.19, -4.26, -0.08)
N (1.01, -3.62, -0.72)
H (1.48, -1.07, -2.83)
H (0.48, -2.47, -3.14)
H (3.08, -2.40, -3.90)
H (2.24, -3.89, -3.52)
H (3.87, -2.43, -1.38)
H (4.58, -3.55, -2.56)
H (4.25, -4.79, -0.52)
H (3.07, -5.39, -1.71)
H (2.53, -3.58, 0.71)
H (1.90, -5.19, 0.41)
H (0.59, -4.23, -1.44)

Properties
Charge = +1
E_HOMO = -0.3691 Ha
Largest force on an atom = 0.04545 Eh/bohr

***

No. 4
A cluster of 4 separate species, C27H50NO8 in total, computed with wB97M-V/def2-TZVPD.

Atoms and positions in Å:
C (-0.79, -1.68, 1.01)
C (-1.92, -1.56, 1.41)
C (-3.30, -1.42, 1.82)
C (-4.22, -1.06, 0.65)
C (-3.78, 0.17, -0.15)
N (-3.41, 1.33, 0.69)
C (-4.22, 1.74, 1.68)
C (-3.89, 2.82, 2.43)
C (-2.71, 3.49, 2.19)
C (-2.45, 4.67, 3.11)
O (-3.39, 5.26, 3.55)
O (-1.17, 5.04, 3.35)
C (-1.86, 3.07, 1.17)
C (-0.59, 3.76, 0.78)
C (0.71, 3.08, 1.29)
C (0.64, 1.58, 1.59)
C (2.06, 1.00, 1.76)
C (-2.28, 1.98, 0.44)
H (0.26, -1.79, 0.97)
H (-3.67, -2.34, 2.26)
H (-3.33, -0.68, 2.62)
H (-4.19, -1.90, -0.05)
H (-5.25, -0.96, 0.98)
H (-2.93, -0.07, -0.78)
H (-4.59, 0.48, -0.80)
H (-5.13, 1.18, 1.82)
H (-4.56, 3.13, 3.22)
H (-0.83, 4.63, 4.16)
H (-0.55, 3.80, -0.30)
H (-0.58, 4.79, 1.12)
H (1.46, 3.21, 0.51)
H (1.10, 3.58, 2.18)
H (0.09, 1.43, 2.52)
H (0.17, 1.03, 0.78)
H (2.78, 1.77, 2.03)
H (2.37, 0.59, 0.80)
H (2.08, 0.17, 2.46)
H (-1.66, 1.64, -0.38)
C (-2.04, -3.88, -4.27)
O (-1.45, -3.41, -3.06)
C (-2.31, -3.51, -1.94)
C (-1.99, -4.71, -1.08)
O (-2.26, -5.92, -1.76)
C (-1.10, -6.55, -2.30)
H (-1.25, -3.98, -5.01)
H (-2.53, -4.85, -4.13)
H (-2.78, -3.15, -4.64)
H (-3.36, -3.53, -2.25)
H (-2.15, -2.60, -1.34)
H (-2.62, -4.69, -0.19)
H (-0.94, -4.68, -0.75)
H (-0.51, -7.01, -1.50)
H (-0.48, -5.84, -2.85)
H (-1.44, -7.33, -2.98)
C (0.31, 3.74, -6.40)
O (0.70, 2.54, -5.75)
C (1.70, 2.72, -4.76)
C (1.12, 2.72, -3.37)
O (0.25, 3.83, -3.15)
C (-1.11, 3.51, -3.28)
H (-0.60, 3.53, -6.95)
H (0.12, 4.54, -5.69)
H (1.09, 4.06, -7.10)
H (2.25, 3.65, -4.94)
H (2.41, 1.89, -4.85)
H (1.94, 2.79, -2.64)
H (0.59, 1.78, -3.19)
H (-1.45, 2.94, -2.40)
H (-1.31, 2.92, -4.18)
H (-1.67, 4.44, -3.33)
C (4.26, -2.82, 2.16)
O (4.07, -1.70, 3.01)
C (4.22, -2.01, 4.39)
C (5.58, -1.60, 4.92)
O (6.62, -2.35, 4.32)
C (7.31, -1.66, 3.29)
H (4.36, -2.46, 1.14)
H (5.16, -3.38, 2.43)
H (3.39, -3.49, 2.21)
H (4.05, -3.08, 4.56)
H (3.45, -1.45, 4.94)
H (5.61, -1.80, 5.99)
H (5.74, -0.53, 4.76)
H (7.96, -0.89, 3.71)
H (6.61, -1.19, 2.59)
H (7.91, -2.38, 2.75)

Properties
Charge = +1
E_HOMO = -0.4015 Ha
Largest force on an atom = 0.01898 Eh/bohr

***

No. 5
A structure of composition C27H50OP2Re at a distorted geometry, computed with wB97M-V/def2-TZVPD.

Atoms and positions in Å:
Re (-0.97, -1.27, -2.04)
C (-0.04, -3.44, 1.55)
C (1.33, -3.55, 1.17)
C (0.98, -1.43, 1.99)
C (-0.27, -2.11, 2.01)
C (1.95, -2.30, 1.43)
C (-1.01, -4.55, 1.55)
H (-0.89, -5.18, 0.66)
H (-2.04, -4.19, 1.60)
H (-0.84, -5.21, 2.42)
C (-1.56, -1.56, 2.44)
H (-2.38, -1.88, 1.78)
H (-1.55, -0.46, 2.44)
H (-1.83, -1.89, 3.46)
C (1.20, -0.07, 2.53)
H (0.92, 0.00, 3.60)
H (0.54, 0.63, 2.00)
H (2.23, 0.26, 2.40)
C (3.37, -1.98, 1.16)
H (4.03, -2.47, 1.90)
H (3.56, -0.90, 1.20)
H (3.68, -2.33, 0.17)
C (1.99, -4.74, 0.62)
H (2.43, -5.34, 1.43)
H (2.80, -4.48, -0.07)
H (1.27, -5.38, 0.09)
C (-1.18, 0.10, -3.39)
C (-1.57, -1.30, -3.83)
C (-0.64, -2.11, -4.74)
C (0.54, -2.75, -3.98)
C (0.55, -2.34, -2.51)
C (0.96, -0.94, -2.16)
C (1.36, 0.06, -3.26)
C (0.13, 0.70, -3.92)
H (-0.27, -1.51, -5.58)
H (1.52, -2.54, -4.44)
H (-1.27, -2.91, -5.17)
H (0.19, 0.64, -5.03)
H (-2.00, 0.82, -3.35)
H (-2.62, -1.38, -4.09)
H (0.11, 1.77, -3.67)
H (1.97, 0.84, -2.77)
H (1.56, -0.84, -1.25)
H (2.00, -0.43, -4.02)
H (0.40, -3.84, -3.98)
H (0.92, -3.09, -1.80)
P (-1.04, 1.90, 0.33)
P (1.96, 2.26, 0.31)
C (-0.42, 2.99, -0.84)
C (1.03, 3.24, -1.00)
H (-0.67, 2.98, 1.93)
H (-1.12, 3.46, -1.54)
H (1.41, 2.89, -1.98)
H (1.25, 4.30, -0.87)
C (2.11, 3.61, 1.55)
H (3.05, 3.47, 2.10)
H (1.29, 3.63, 2.27)
H (2.17, 4.59, 1.06)
C (3.66, 2.38, -0.36)
H (3.70, 3.09, -1.20)
H (3.96, 1.39, -0.70)
H (4.35, 2.70, 0.43)
C (-2.81, 1.69, -0.18)
H (-2.89, 0.69, -0.67)
H (-3.06, 2.48, -0.90)
H (-3.50, 1.75, 0.68)
C (-2.29, -2.50, -1.06)
H (-1.85, -2.99, -0.19)
H (-2.62, -3.27, -1.77)
H (-3.13, -1.86, -0.76)
C (-3.35, 3.02, 3.61)
C (-2.25, 3.66, 2.82)
C (-1.56, 4.83, 3.49)
O (-1.26, 2.63, 2.66)
H (-2.94, 2.50, 4.48)
H (-3.88, 2.28, 3.00)
H (-4.06, 3.78, 3.94)
H (-2.60, 3.95, 1.83)
H (-1.01, 4.46, 4.37)
H (-0.85, 5.33, 2.82)
H (-2.31, 5.56, 3.81)

Properties
Charge = +2
Multiplicity = 4
Expectation value of S² = 3.772
Relative energy (zero: lowest compared OMol25 entry of this formula, charge and spin) = 184.0 kcal per mole
E_HOMO (alpha / beta) = -0.4803 / -0.4803 Ha
Largest force on an atom = 0.10938 Eh/bohr